The following is a quantum chemistry calculation of a molecular structure, AlBH24O10, from OMol25.

Atoms and positions in Å:
Al -0.03611 -0.10393 -4.13030
B -0.21642 -0.30455 0.22986
H -1.02345 -0.76431 -0.31929
H 0.10557 -0.91218 1.06133
H 0.57369 -0.12575 -0.48288
H -0.57763 0.66446 0.53771
O -3.74037 1.31273 -2.42887
H -4.19293 0.63921 -1.92114
H -4.35814 2.04308 -2.46310
O 0.69446 4.37111 1.00108
H 0.62219 5.03636 1.68552
H 0.11444 3.66629 1.28927
O -3.03538 -0.19379 3.00975
H -3.33340 -1.04334 3.33482
H -2.48284 -0.40517 2.25725
O 3.95206 -0.65347 -2.57893
H 4.78958 -0.68215 -3.04150
H 4.18873 -0.68334 -1.65193
O 3.48910 -0.05348 1.04297
H 2.54184 -0.09161 0.91075
H 3.71373 0.86680 0.90567
O -3.35238 -2.59307 -2.89333
H -3.89619 -2.27927 -2.17080
H -3.83442 -3.33914 -3.25004
O 0.99581 -3.82126 3.48739
H 1.55630 -4.11861 4.20410
H 1.60269 -3.62536 2.77356
O -0.90238 2.91300 4.22274
H -1.25345 2.03274 4.08805
H -1.66645 3.44449 4.44623
O 1.95847 3.11596 -2.37539
H 1.76683 3.70613 -1.64656
H 2.19660 3.69661 -3.09815
O 0.88621 -3.57062 -2.16866
H 0.74355 -4.46036 -2.49153
H 1.41010 -3.68421 -1.37564

Cartesian forces (eV/Å) of the 6 atoms listed first:
0.0 -0.1 0.2
4.9 -4.4 -0.2
-5.5 -0.4 -2.1
1.2 -1.4 3.3
3.1 1.2 -2.2
-3.6 5.1 1.1

Computed properties:
- net charge = +2
- frontier orbital gap (hartree) = 0.0903
- electronic energy (a.u.) = -1032.993640
- spin multiplicity = 1
- relative energy (zero: lowest compared OMol25 entry of this formula, charge and spin) (eV) = 5.088